C35H39Cl2InN11O2S2Se as an isolated structure at a distorted geometry, computed with the ωB97M-V functional and the def2-TZVPD basis.

Geometry as XYZ:
```
93
Properties=species:S:1:pos:R:3
H 23.37 -7.83 -10.02
H 4.37 -17.00 -14.21
C 21.52 -13.28 -9.14
N 18.06 -11.40 -13.01
C 22.04 -10.97 -9.44
H 3.09 -18.71 -13.95
H 23.98 -10.14 -8.97
H 16.74 -12.71 -8.17
S 16.88 -9.79 -8.56
C 16.28 -15.01 -10.90
C 15.58 -11.99 -2.98
C 18.06 -4.36 -11.47
C 19.45 -4.51 -12.15
C 15.28 -15.80 -11.35
N 14.62 -8.10 -12.80
C 16.26 -13.60 -10.81
H 2.60 -20.90 -12.55
C 15.52 -11.62 -4.33
C 14.92 -11.63 -11.61
C 17.74 -10.60 -4.10
H 15.32 -16.90 -11.33
H 19.41 -13.67 -9.48
H 17.45 -3.59 -11.95
C 20.42 -9.47 -10.45
H 14.74 -12.57 -2.66
H 18.63 -10.82 -2.20
C 16.66 -10.87 -7.25
H 19.33 -13.76 -12.47
H 20.16 -12.11 -17.04
H 16.72 -12.13 -1.17
C 17.22 -5.68 -11.67
H 14.89 -9.07 -12.82
H 14.07 -7.86 -13.68
C 20.05 -12.30 -15.98
C 22.44 -12.29 -9.03
H 5.37 -19.34 -13.85
Cl 12.88 -16.10 -12.55
C 16.57 -10.81 -4.81
H 18.61 -8.38 -10.59
H 18.60 -10.14 -4.52
H 20.99 -14.77 -13.83
C 20.20 -12.97 -9.55
C 14.06 -13.75 -11.95
H 20.05 -5.25 -11.47
N 4.99 -17.18 -13.41
C 16.70 -11.79 -2.20
C 20.79 -10.75 -10.05
H 18.20 -4.08 -10.44
N 17.51 -6.89 -11.29
H 19.19 -9.15 -12.01
H 21.64 -14.30 -8.83
C 23.01 -9.91 -9.43
C 19.09 -11.69 -15.12
C 20.75 -13.39 -15.55
H 16.86 -9.23 -6.20
C 3.54 -19.02 -12.89
C 21.38 -8.43 -10.45
H 4.14 -20.75 -11.88
C 19.61 -13.26 -13.37
H 21.16 -7.39 -10.69
S 15.77 -5.64 -12.72
H 3.00 -18.51 -12.07
N 16.53 -10.26 -6.09
N 16.59 -12.18 -7.31
C 22.69 -8.67 -9.98
H 5.59 -18.76 -12.16
C 17.77 -11.04 -2.79
C 15.16 -12.98 -11.44
N 3.55 -20.52 -12.69
H 4.01 -20.98 -13.50
O 17.23 -12.96 -10.27
N 16.63 -7.82 -11.71
H 13.21 -13.20 -12.36
H 13.91 -11.37 -12.00
H 19.45 -4.85 -13.17
In 17.73 -11.02 -10.74
N 19.07 -9.26 -10.97
C 14.17 -15.13 -11.90
H 20.09 -3.59 -12.00
N 19.83 -11.76 -10.04
C 20.53 -13.87 -14.19
H 14.62 -11.74 -4.89
O 15.69 -10.67 -11.45
N 18.39 -10.60 -15.49
C 5.00 -18.61 -13.11
H 16.50 -12.69 -6.44
H 5.85 -16.88 -13.78
Cl 17.67 -15.79 -10.11
C 15.62 -7.33 -12.48
Se 17.34 -10.13 -14.14
H 23.43 -12.42 -8.64
H 21.46 -13.79 -16.22
C 18.92 -12.10 -13.75
```

Energy above the lowest of the compared OMol25 structures with the same formula, charge and spin   0.298 eV
Net charge   +3

A 4-piece molecular cluster, C35H39FO16P overall at a distorted geometry, computed with the ωB97M-V functional and the def2-TZVPD basis.

Geometry as XYZ:
```
92
Properties=species:S:1:pos:R:3
H 0.70 -1.30 -1.96
H 3.24 0.82 -0.02
C -0.35 -0.55 1.68
C -5.01 -2.54 2.78
C 3.61 3.81 -0.68
H 4.49 5.16 0.77
C -1.16 5.90 -3.15
O 0.94 0.20 -0.23
C -0.80 6.56 -0.40
O 2.75 -9.18 -0.39
H -4.99 -6.01 3.25
C -1.39 7.53 -1.40
O 2.09 -4.63 0.59
H -0.46 3.78 -3.61
H -1.07 0.13 -1.61
O -4.27 -1.62 3.04
H 1.64 0.07 1.67
O -3.37 -3.95 3.76
C 2.84 -7.87 -0.60
C 3.20 -5.16 -1.42
O 2.66 4.59 1.45
C -0.43 5.24 -0.85
C 3.74 1.59 -1.93
H 4.45 3.50 1.30
H 2.61 -1.78 1.45
O -1.71 8.70 -0.87
H -1.12 -1.74 0.05
C -6.59 -4.87 2.31
P 1.84 -0.52 -1.55
H -3.79 0.12 1.70
H 2.84 -3.24 -1.13
H 5.01 2.21 -0.29
H -5.13 1.87 0.61
H -6.60 -1.41 1.80
H 4.22 -5.89 -3.14
C -2.31 0.02 0.14
H 2.56 3.51 -0.78
C -4.55 -3.93 3.18
C 3.58 -7.51 -1.87
H 1.26 -2.76 1.03
C 3.88 4.25 0.76
C -5.30 -5.02 2.96
C -1.95 0.52 -1.11
H 3.19 3.08 3.65
H 1.81 -7.19 1.13
H -0.02 4.53 -0.14
H -8.52 -4.40 1.26
C 2.33 -6.94 0.21
C 1.93 3.58 2.00
H -0.22 -1.25 2.52
O -8.21 -3.47 1.28
C -7.03 -3.49 1.88
C 2.49 -5.53 -0.12
H -1.47 8.62 0.08
O 4.01 -8.46 -2.52
O 3.30 -3.91 -1.75
H 4.30 1.26 -2.81
O -7.35 -5.79 2.08
O -0.68 6.97 0.74
C -6.29 -2.40 2.11
H -2.46 1.86 -2.72
C -0.60 4.92 -2.15
C 0.99 -0.49 0.97
H 5.35 3.05 -1.78
H 1.37 0.57 -2.37
C -4.23 1.50 0.13
O 0.74 3.56 1.85
C 4.53 2.67 -1.16
H -3.05 -3.03 3.78
O -1.25 5.53 -4.31
H -1.97 7.91 -3.41
H 1.93 1.87 3.25
O -0.27 3.75 -2.65
O 2.28 -1.88 -0.53
H -4.47 2.75 -1.61
C -1.51 -1.07 0.82
H 2.79 2.02 -2.25
H 3.76 4.68 -1.32
H 4.24 -0.28 -0.94
C 3.40 0.41 -1.03
C -1.56 7.22 -2.69
C 3.71 -6.13 -2.22
C 1.74 -1.82 0.77
H 3.22 -9.59 -1.15
C 2.66 2.57 2.85
H -2.20 -1.62 1.47
F 2.69 -1.14 -2.86
C -3.46 0.52 0.75
H -0.58 0.42 2.13
C -2.73 1.49 -1.73
C -3.87 1.99 -1.11
H 3.40 2.02 2.27
```

Net charge   -1

C35H40AsFN8O6RhSSe as an isolated structure, computed with the ωB97M-V functional and the def2-TZVPD basis.

Geometry as XYZ:
```
94
Properties=species:S:1:pos:R:3
H 0.75 -5.01 2.03
C -1.34 1.46 1.37
N -0.88 4.94 6.72
C -0.74 1.40 -2.48
H -1.64 3.64 8.17
H 7.28 -4.96 -5.52
H 4.96 -2.56 -6.86
C -1.05 2.51 6.37
H 1.43 0.10 1.95
H -0.53 5.69 7.31
C -2.27 5.24 6.23
C -1.40 1.16 3.75
C -1.03 0.88 0.06
C 2.09 -0.76 1.98
O -1.71 -1.62 -2.48
N -1.83 3.59 0.38
H 7.01 -3.81 -6.71
H -1.00 -0.41 2.37
O 0.14 0.49 -2.64
N 1.76 -4.78 -1.18
As -2.30 -1.37 -4.03
O 0.59 -4.93 -3.89
C -3.36 5.53 1.28
O -0.73 -0.33 0.01
C 1.20 -3.60 -1.42
H -1.90 4.39 2.98
N 3.14 -2.48 3.28
C 2.69 -1.21 0.81
H 2.62 -2.33 -6.09
H 3.32 -5.26 -3.06
C 3.29 -3.02 -5.60
N 0.55 -2.88 -0.49
C 2.84 -3.77 -4.52
H -1.84 7.04 0.64
H -4.65 -1.00 -3.21
C 4.60 -3.15 -6.02
C -1.22 0.64 2.50
C 3.73 -2.89 2.16
H -3.43 4.18 4.73
C -2.40 4.93 0.31
H 4.39 -3.74 2.27
F -1.34 0.35 4.82
H 2.03 -6.22 0.24
H -0.27 4.86 5.90
H -3.47 3.43 6.32
H -1.51 0.75 -5.01
H -0.24 -0.50 -5.14
C -1.77 3.33 2.82
C -2.77 -3.07 -4.79
S 1.16 -3.62 -4.02
H -2.85 5.57 7.08
H -4.18 6.09 0.86
H -0.16 -2.71 1.43
C 1.58 -5.26 0.05
H -1.64 1.70 6.83
C -3.99 -0.45 -3.88
C 3.69 -4.66 -3.88
C 3.55 -2.30 0.92
C -1.68 2.81 1.52
Rh 0.19 -1.25 -1.55
C -1.52 3.05 -0.83
H 0.11 3.52 7.94
H -3.63 4.98 2.17
H -1.94 -3.76 -4.65
C -2.82 3.95 5.60
H -2.62 5.15 -0.72
Se 2.34 -0.37 -0.88
C 0.87 -4.59 1.05
H 4.05 -2.69 0.05
C 0.37 -3.35 0.73
H 1.85 -1.09 4.09
O -1.27 2.04 -3.38
H -2.98 -2.96 -5.85
H -3.65 -3.43 -4.26
C -1.30 -0.29 -5.25
H 5.66 -5.48 -3.81
C -0.84 3.61 7.42
N 6.79 -4.13 -5.78
H -3.81 0.56 -3.52
N -1.71 3.11 5.22
H -1.24 5.91 1.93
H -2.18 6.05 5.51
C 5.00 -4.79 -4.31
C 5.47 -4.03 -5.39
H -0.10 2.09 6.06
C -1.96 6.09 1.14
H -1.65 3.68 -1.69
C -1.09 1.78 -1.04
C 2.33 -1.42 3.17
H -4.43 -0.41 -4.88
C -1.63 2.53 3.94
H -1.63 -0.54 -6.26
O 0.54 -2.68 -4.91
N 1.17 -2.88 -2.56
```

Energy above the lowest of the compared OMol25 structures with the same formula, charge and spin   0.000 eV
Net charge   +1

Number 1: HOMO-LUMO gap 7.0 eV. Number 2: HOMO-LUMO gap 5.3 eV. Number 3: HOMO-LUMO gap 5.6 eV.